C2H8NO | ωB97M-V/def2-TZVPD

Values from the calculation:
Frontier orbital gap (spin up / spin down): 0.31205 / 0.24867 Eh
Charge: +2
2S+1: 2
E_tot: -209.943055 hartree

CARTESIAN COORDINATES (ANGSTROEM)
C -1.04 0.43 1.18
C -0.37 -0.81 -0.78
N -0.05 0.10 0.24
H -0.63 1.11 1.94
H -1.92 0.92 0.72
H -1.40 -0.49 1.73
H -1.16 -0.43 -1.50
H 0.52 -0.99 -1.41
H -0.71 -1.79 -0.39
H 3.01 1.03 -0.58
H 1.48 0.49 -0.27
O 2.27 0.44 -0.86